Molecular formula: C30H78F12N2O21S4Zr
Method: DFT, ωB97M-V with the def2-TZVPD basis set

Calculated values
**HOMO-LUMO gap**: 3.59 eV
**Charge**: +2
**Energy**: -5716.66510 Ha
**E_HOMO**: -13.173 eV
**LUMO level**: -9.6 eV

Structure (XYZ):
```
148
Properties=species:S:1:pos:R:3:forces:R:3
O -6.977528 -2.465990 2.593886 0.44 0.59 1.18
H 5.001902 -0.169650 1.868466 -0.26 -0.10 0.29
H 5.410222 -3.649720 -1.403174 -0.50 0.83 0.36
H 1.128462 -2.694090 2.963956 0.03 -0.14 -0.15
O 5.376202 -5.526300 -1.925684 0.06 -1.39 -0.97
C 4.600732 -1.665710 -3.657004 0.54 -0.18 -1.20
S -2.457758 4.062040 0.310866 -0.87 -0.55 2.15
H -5.665808 -4.103000 2.494786 -0.21 -0.17 0.23
H 0.945882 3.293950 -3.729834 0.01 -0.05 0.11
C -5.816888 -3.064370 0.630476 0.36 -0.56 0.41
O -3.418308 -2.290380 5.948996 -0.79 0.70 0.36
H 5.142072 -4.788440 -0.089054 -0.36 0.29 0.47
C -1.462148 7.234260 -0.271454 -0.90 0.17 -1.42
H -3.052088 0.559770 -5.290364 0.02 0.10 0.15
H -0.183408 1.230930 4.941316 0.26 0.41 -0.73
H 3.584632 2.240230 1.051706 -0.86 -0.15 -0.55
H 5.789882 -2.110010 0.666326 0.23 -0.10 0.62
H 5.772082 -0.778040 -5.260324 0.18 -0.49 -0.21
C 0.804382 0.114240 -5.709734 -0.82 -0.33 0.62
F 2.722532 0.036250 0.813316 -0.48 -0.29 0.21
O -1.180218 2.661300 3.660036 2.26 0.58 -0.39
H 6.187952 -5.848900 -1.527444 0.03 -0.07 -0.17
H -2.532028 0.464210 4.581276 0.16 0.03 0.03
C 2.010992 4.266500 -5.373684 0.70 -0.41 0.48
H 3.061532 -3.131230 1.548466 -0.05 0.58 -0.25
F -3.459648 4.490280 -2.194844 0.95 -1.03 1.01
H 0.251872 -4.936530 3.211936 0.47 -0.12 0.04
C -6.425968 1.498760 1.257006 -0.55 -0.40 -0.04
C -2.533318 -4.795720 1.559136 0.52 -0.18 -0.62
H -0.463318 -3.330530 4.904706 -0.03 0.16 -0.18
O 1.958032 4.978850 -3.020794 0.47 -0.67 0.46
H -7.275918 0.162860 0.048176 -0.19 -0.29 -0.92
Zr 0.210532 3.354270 1.995606 -1.99 -2.02 -3.05
O 7.554872 -1.157480 0.068676 0.47 -0.53 -0.61
H -7.344948 1.591390 1.835786 -0.27 0.22 -0.07
O 2.116052 3.798680 0.801286 -1.78 -0.52 2.25
H 1.707212 -0.080590 -6.288564 0.08 -0.16 0.28
H -2.537428 -5.825670 1.202376 0.04 -0.23 0.54
H -2.829178 -2.886310 4.072176 0.10 0.11 -0.29
F 2.108322 -1.078450 -1.000164 0.46 1.78 0.74
S -0.555528 5.524730 -0.723594 4.31 3.60 -4.57
H 5.357292 -1.309550 -2.957814 -0.38 0.45 0.19
H -0.375688 -4.380520 1.128186 -0.21 -0.07 -0.49
H 3.568122 -1.569370 -3.321524 0.15 -0.04 0.35
C -1.098988 -4.359010 1.943336 -1.09 0.26 -0.31
F -2.645208 -1.394280 0.905646 0.50 1.64 0.61
H -0.772268 2.707600 5.749856 0.11 0.33 -0.41
H 4.332102 4.894200 -0.450964 -0.11 0.11 0.60
C 4.720712 -0.933520 -5.018364 1.29 -1.98 1.02
O 4.170042 0.305270 -4.841484 -1.06 2.26 -0.03
H 2.128002 -2.684530 4.412336 0.01 0.30 0.11
C -5.768158 -3.069880 2.162696 -0.79 -0.48 -1.23
H 2.968712 -5.473020 -1.182004 -0.16 0.05 -0.17
H -3.990678 0.942320 -3.298034 -0.21 0.21 0.29
H -3.094978 1.939620 5.419926 -0.16 0.20 -0.27
S -0.338998 -0.115980 1.432086 -2.20 -2.16 2.33
O -3.366158 5.130140 0.687156 1.93 -1.73 -0.92
H -2.747948 -4.130750 5.303656 -0.10 -0.16 0.01
H 5.881612 0.984190 0.996836 0.85 0.01 -0.12
H 5.301102 3.435150 -0.248284 -0.15 -0.16 -0.15
C -3.064328 3.431450 -1.486544 -1.01 -0.85 -2.20
H 2.693792 0.571230 -4.084314 0.53 -0.25 -0.32
H 2.834532 -3.830240 -0.567704 0.23 0.10 0.12
H -1.002238 -1.642350 5.250306 0.21 0.08 -0.18
H -6.360848 -2.189980 0.273216 0.46 0.20 -0.05
H 1.208522 4.915900 -5.723584 -0.09 0.01 0.23
H -4.812778 -3.178070 0.221906 -0.13 0.21 -0.36
F 3.310832 0.769150 -1.084104 -0.55 -0.11 -0.24
H -6.249658 3.343890 0.755566 -0.14 0.04 0.03
H 4.233682 -1.504800 -5.808644 -0.09 -0.05 -0.09
F -2.660508 7.286920 -0.916794 1.59 -0.34 1.35
C -3.864288 -1.081780 -2.634004 -0.49 0.61 -0.11
F -2.548078 0.578050 -0.086884 0.45 -1.16 1.54
H 6.679792 -0.102260 2.268076 0.24 0.37 -0.31
H 2.662982 -4.803120 4.060216 0.00 -0.11 0.04
H 0.553522 1.168950 -5.822684 -0.17 -0.01 -0.14
H -7.752808 -2.934750 2.276376 0.18 -0.31 -0.12
C -2.609508 -3.064460 5.124846 1.54 -0.58 0.14
H 3.137332 -4.062920 -2.280254 -0.16 -0.22 -0.07
O -3.183098 -0.214570 -4.738244 0.21 -0.76 -1.10
H -2.347798 0.397860 -2.970354 0.23 0.03 0.11
O 1.981142 -4.478440 3.467536 -1.01 -1.19 0.19
C 1.883652 3.827330 -3.885444 -0.30 1.11 -1.35
H 3.973802 3.761450 1.698496 -0.51 0.17 0.54
F -4.170078 2.711070 -1.270564 1.50 0.47 0.64
H -4.887988 -2.578700 2.577616 -0.33 0.66 0.06
S 0.685172 1.204390 -0.580974 1.76 1.23 -6.47
H -6.401928 -3.928720 0.316266 0.03 -0.06 -0.15
H -4.330658 -2.492050 5.728676 -0.23 0.05 0.20
C 3.355882 -4.459720 -1.288844 -0.05 0.01 -0.16
O 1.864272 0.704610 -3.619874 -2.10 0.00 1.11
C 5.987502 -0.009890 1.431236 -1.58 -1.16 0.13
O 0.854302 5.893010 -0.621714 -1.38 -0.41 0.57
H 1.286492 -1.193660 -4.042414 -0.20 -0.41 -0.19
H -0.926148 -2.846500 6.518076 -0.30 -0.09 0.06
O -0.260568 0.457400 -1.383294 0.59 0.30 2.33
C -1.155928 -2.700360 5.462636 -0.38 -0.18 -0.22
C 3.276292 -2.782570 2.558626 -0.68 0.64 -0.14
O -5.715858 2.686900 1.208366 1.51 1.45 0.93
C -2.281458 -0.118720 1.067406 -0.38 0.67 -2.10
F -1.546398 7.329330 1.039256 -0.31 -0.08 -0.15
H 2.702852 3.163180 -3.609934 -0.09 0.10 0.05
H -3.195148 -1.942220 -2.632154 -0.10 0.07 0.09
H 4.863512 -2.716100 -3.782364 -0.29 -0.14 -0.13
H -0.095978 -0.189390 -3.745214 0.21 0.68 0.18
O -2.244598 2.931250 1.239166 -0.38 0.01 0.57
H -1.171728 -3.324900 2.280136 0.08 0.56 0.07
H -2.215988 0.783760 6.290426 0.37 -0.18 -0.07
H -3.237858 -4.647320 2.377496 0.23 -0.29 0.21
O 1.099972 2.439610 -1.229484 -0.28 -0.63 1.92
H 2.056882 4.252640 -0.042524 -0.85 0.76 -1.09
H 3.427412 -1.708700 2.668476 0.51 0.08 -0.65
F -2.143298 2.661680 -2.114834 -1.22 1.73 1.52
H 4.180822 -3.339470 2.803146 -0.11 0.13 0.72
H -5.767518 0.811980 -0.666844 -0.01 -0.09 0.05
O -0.232038 -0.056640 2.862586 0.13 0.48 -0.12
C 4.846112 -4.534050 -1.106794 0.89 0.44 0.57
O -0.652978 -5.161000 2.982916 -0.54 -0.65 0.63
H 5.616962 -0.908870 -0.505994 0.18 0.26 -0.28
H -4.834598 -1.327030 -3.065814 0.10 -0.35 -0.09
H 2.094432 3.439490 -6.078804 -0.40 -0.35 0.21
H 1.511132 5.753240 -3.370344 -0.11 -0.21 -0.39
H -7.252508 1.774180 -0.734134 -0.13 0.02 0.13
C -2.268528 1.238880 5.301386 -0.03 0.41 0.09
C 2.046492 -3.085680 3.402116 1.44 -0.15 0.19
C 3.453152 3.304580 0.856886 3.48 0.84 0.72
H -2.135038 2.691730 3.565216 -0.71 0.15 -0.63
H -2.979678 -4.287360 0.704496 0.44 0.58 -0.06
H 3.777972 3.479140 -1.240264 0.41 -0.33 -0.31
C -0.972718 1.982400 4.961176 -0.93 -1.28 1.57
F -2.934818 0.506490 2.040186 0.56 -1.00 -0.09
C 0.887762 -0.193930 -4.214614 2.05 0.15 -0.72
O -1.039218 5.154220 -2.064564 0.31 0.15 3.53
O 0.147642 -1.308430 0.780376 0.07 2.36 0.18
C -3.307488 0.098130 -3.391384 0.01 0.36 0.27
C 2.344062 0.133710 -0.462824 -0.40 -0.91 -0.58
N 0.220362 1.514990 0.977516 0.00 -1.49 0.27
H -0.004468 -0.519000 -6.074234 -0.03 0.18 -0.53
H 7.995602 -1.780500 0.651086 0.16 0.00 -0.01
H 4.239792 0.815200 -5.651854 0.05 0.15 -0.10
C -6.686058 1.060890 -0.135414 -0.65 -1.24 -0.08
N -0.731668 4.421470 0.446826 -2.75 0.57 -0.58
H 2.966522 4.769990 -5.520524 -0.04 0.38 0.20
C 4.281732 3.811810 -0.332714 -1.04 -0.50 -0.49
C 6.195272 -1.136840 0.389376 -0.30 1.29 0.30
F -0.714008 8.217110 -0.750664 -0.16 -1.06 0.35
H -4.087148 -0.701840 -1.636974 0.19 -0.43 0.30
H -5.885478 0.712860 1.784576 0.54 0.25 0.05
```
Forces are in eV/Å.

Mulliken population analysis, charges in e, atoms 1 to 4:
1. O -0.574
2. H -0.176
3. H 0.092
4. H -0.424


Molecular formula: C2H8N3O
Method: DFT, ωB97M-V with the def2-TZVPD basis set

Calculated values
**HOMO-LUMO gap**: 9.40 eV
**Charge**: +1
**Energy**: -320.18216 Ha
**Relative energy (zero: lowest compared OMol25 entry of this formula, charge and spin)**: 3.875 eV
**E_HOMO**: -14.201 eV
**LUMO level**: -4.8 eV

Structure (XYZ):
```
14
Properties=species:S:1:pos:R:3:forces:R:3
H -2.119786 2.280478 0.516287 -1.03 0.29 -0.51
N -0.177343 1.515476 -1.025497 0.23 1.07 -0.30
H -0.317769 2.443048 -1.436369 -0.47 -0.55 0.67
H -0.662315 -2.652399 -0.420151 1.57 1.08 -2.84
O 1.392520 -1.065771 -0.490296 0.45 1.35 -0.66
H 1.934881 -1.854522 -0.654731 -0.08 -0.02 0.60
N -1.641039 1.488117 0.887698 0.37 0.75 1.17
C 0.953063 -0.821122 0.686774 -0.86 -0.05 1.41
N 0.224950 0.236155 1.004565 -1.11 -1.85 0.62
H -0.313925 0.119888 1.917559 1.26 0.31 -1.17
H -0.211187 -2.328327 -1.113045 -2.22 -1.56 2.67
H 0.456478 0.995781 -1.623492 -0.03 -0.33 0.97
H 1.103311 -1.568222 1.506379 0.14 0.79 -0.71
C -0.621840 1.211420 0.244320 1.78 -1.28 -1.92
```
Forces are in eV/Å.

Mulliken population analysis, charges in e, atoms 1 to 4:
1. H 0.281
2. N -0.360
3. H 0.231
4. H 0.101


Molecular formula: C3H7O2
Method: DFT, ωB97M-V with the def2-TZVPD basis set

Calculated values
**HOMO-LUMO gap**: 6.95 eV
**Charge**: -1
**Energy**: -268.90232 Ha
**Relative energy (zero: lowest compared OMol25 entry of this formula, charge and spin)**: 3.747 eV
**E_HOMO**: -2.790 eV
**LUMO level**: 4.2 eV

Structure (XYZ):
```
12
Properties=species:S:1:pos:R:3:forces:R:3
H -1.683512 -2.067734 -0.244060 -0.59 -1.09 -0.31
O 2.103575 1.864748 -1.812691 0.22 -2.17 2.41
C -0.965221 -1.302656 -0.192295 0.57 1.56 0.47
H -1.984296 1.709084 1.435224 0.74 1.68 -1.29
H 0.555037 1.158959 -0.711894 1.82 -0.14 0.44
H 0.353005 -2.484738 0.917643 -0.22 0.48 -0.01
H -1.298354 -0.293664 -0.350358 -0.43 0.44 -0.39
O 0.899934 -0.538107 1.158428 -0.73 -0.28 -0.43
C 1.670466 1.013900 -0.999388 -3.35 2.96 -3.47
C 0.096705 -1.401103 0.659759 1.44 -1.15 0.83
H -1.725876 2.333977 0.971174 -0.73 -1.68 1.29
H 1.978538 0.007333 -0.831542 1.27 -0.61 0.46
```
Forces are in eV/Å.

Mulliken population analysis, charges in e, atoms 1 to 4:
1. H 0.280
2. O -0.528
3. C -0.918
4. H 0.017